{"formula": "C4H26N2O9", "method": "wB97M-V/def2-TZVPD", "symbols": ["C", "N", "C", "O", "C", "C", "O", "N", "H", "H", "H", "H", "H", "H", "H", "H", "H", "H", "H", "H", "H", "H", "O", "H", "H", "O", "H", "H", "O", "H", "H", "O", "H", "H", "O", "H", "H", "O", "H", "H", "O"], "coordinates": [[2.212361, -0.667470, 2.019847], [1.780016, -2.044346, 1.463419], [1.737376, -2.154199, 0.054362], [0.592778, -1.510839, -0.465561], [0.972172, 0.355203, 1.685885], [1.406111, 1.838463, 1.964525], [0.137131, 2.571266, 2.008064], [-0.165169, -0.176817, 2.535663], [2.315008, -0.921537, 3.150596], [3.000712, -0.269789, 1.440284], [1.141056, -2.601557, 2.073928], [1.681417, -3.242107, -0.342970], [2.569238, -1.610665, -0.455544], [-0.294173, -1.709848, -0.116792], [0.512425, 0.066566, 0.702211], [2.032943, 2.374047, 1.193313], [1.906411, 2.107878, 2.824113], [0.190621, 3.535795, 1.933860], [0.065449, -0.567943, 3.357653], [-0.943599, 0.393566, 2.944235], [-3.217395, -1.896966, 2.857376], [-1.921600, -1.376971, 2.171325], [-2.537112, -1.233902, 2.978159], [-2.262282, -0.888257, -1.643897], [-3.742242, -0.251957, -2.088487], [-3.066588, -0.925976, -2.253887], [0.149049, -0.201873, -4.236428], [1.080318, 0.608008, -3.503575], [0.825866, 0.414102, -4.420866], [-3.969051, 2.237363, -1.598029], [-2.389624, 2.518923, -1.309645], [-3.304073, 2.291696, -0.947601], [-0.602170, 1.402876, -2.694725], [-0.190066, 2.852226, -2.374859], [-0.218860, 1.916356, -2.016546], [-0.956120, 0.091276, 0.815753], [-2.465147, 0.524220, 0.242944], [-1.675520, -0.097027, 0.160631], [1.969571, -1.000285, -2.939539], [2.994163, -1.144338, -3.948669], [2.648591, -1.605146, -3.220523]], "atomic_forces_ev_per_a": [[-4.805, -2.109, 0.056], [1.974, 0.551, 1.586], [-1.329, -1.410, -0.596], [-0.747, 0.764, -1.665], [0.442, -0.870, 2.460], [-2.557, 1.263, -3.196], [-0.127, -0.427, 0.177], [-1.521, 2.429, -1.793], [0.336, 1.333, -1.924], [1.543, -0.096, -0.060], [0.793, 1.020, -1.246], [0.554, 1.440, 0.999], [-0.375, -0.618, 0.669], [0.727, -0.428, 0.154], [2.259, 1.471, 0.279], [-0.495, -1.333, -0.029], [1.166, -0.604, 2.542], [0.531, -0.493, -0.151], [2.076, -2.204, 3.321], [0.993, 0.484, -1.658], [-0.313, -0.085, 0.028], [-1.273, 0.696, 1.807], [1.182, -0.686, -1.646], [-2.009, 0.778, -0.756], [0.933, 0.035, 0.527], [1.116, -0.767, 0.185], [-1.633, -1.390, -0.229], [0.169, 0.808, -0.192], [1.343, 0.826, 0.302], [-0.698, 0.163, -1.694], [-1.647, -0.480, 0.018], [2.445, 0.147, 1.803], [-1.073, -0.853, -1.509], [-0.054, -1.158, 0.266], [0.976, 2.160, 1.366], [-1.902, 0.300, -0.708], [1.760, -0.703, 0.007], [-0.880, 0.341, 0.348], [-0.627, 0.041, 0.480], [0.845, 0.806, -1.731], [-0.100, -1.143, 1.401]], "nbo_charge": [-0.21, -0.69, 0.08, -0.79, -0.12, -0.11, -0.78, -0.92, 0.20, 0.20, 0.38, 0.16, 0.19, 0.49, 0.26, 0.18, 0.16, 0.47, 0.35, 0.41, 0.46, 0.51, -0.98, 0.50, 0.47, -1.04, 0.45, 0.45, -1.00, 0.43, 0.47, -1.15, 0.44, 0.34, -1.22, 0.50, 0.52, -1.04, 0.47, 0.46, -0.95], "gap_ev": [2.473, 9.115], "relative_energy_ev": 3.845, "fmax_ev_per_a": 5.2, "lumo_energy_ev": [2.8, 2.7], "multiplicity": 2, "total_charge": -1}



{"formula": "C3H5N3O3", "method": "wB97M-V/def2-TZVPD", "symbols": ["C", "C", "C", "N", "N", "N", "O", "O", "O", "H", "H", "H", "H", "H"], "coordinates": [[0.469061, -1.646638, 1.966586], [-1.593048, 0.827626, -1.131598], [0.693749, 0.653692, -0.905679], [0.099543, -1.221473, 0.744407], [0.861518, -0.150341, 0.308542], [1.777174, 0.115779, 1.230878], [0.076821, -2.474194, 2.697170], [1.693796, -0.733085, 2.191961], [-0.392271, 1.429690, -0.784361], [-2.283516, 1.425338, -0.612480], [-1.994257, -0.184070, -0.650189], [-1.738789, 0.711564, -2.179631], [1.668779, 1.252932, -0.956854], [0.661441, -0.006820, -1.918752]], "atomic_forces_ev_per_a": [[0.735, 2.000, -2.686], [-2.257, -2.472, 1.686], [2.350, -0.926, -2.270], [-0.867, 0.821, -2.071], [0.975, -3.485, 5.141], [-0.143, 0.910, -2.377], [0.261, -0.432, 1.027], [-0.723, -0.248, 0.430], [0.411, 0.382, 0.205], [-1.386, 1.371, -0.328], [2.165, 1.374, -0.685], [-0.067, 0.348, -0.943], [-1.522, -0.590, 0.201], [0.068, 0.947, 2.670]], "nbo_charge": [0.78, -0.29, 0.09, -0.43, 0.01, 0.16, -0.55, -0.30, -0.50, 0.21, 0.20, 0.18, 0.23, 0.20], "gap_ev": [9.463, 9.462], "relative_energy_ev": 5.305, "fmax_ev_per_a": 6.3, "lumo_energy_ev": [-0.2, -0.2], "multiplicity": 1}



{"formula": "C22H31N3O4S", "method": "wB97M-V/def2-TZVPD", "symbols": ["C", "C", "H", "H", "O", "C", "O", "C", "C", "C", "C", "N", "C", "H", "H", "H", "H", "S", "O", "O", "N", "H", "C", "H", "C", "C", "C", "N", "C", "C", "H", "H", "H", "H", "C", "C", "C", "C", "C", "C", "C", "H", "C", "H", "H", "H", "H", "H", "H", "H", "H", "H", "H", "H", "H", "H", "H", "H", "H", "H", "H"], "coordinates": [[-3.097252, -3.790057, -1.898462], [-2.777868, -2.306393, -1.784800], [-2.797262, -1.821663, -2.762828], [-3.485507, -1.813314, -1.109732], [-1.453339, -2.086848, -1.297117], [-1.282846, -2.165282, 0.029046], [-2.179125, -2.403487, 0.807568], [0.105604, -1.880731, 0.386378], [1.183479, -1.702525, -0.468810], [2.269489, -1.316567, 0.321110], [1.829722, -1.283229, 1.628122], [0.530499, -1.627818, 1.666017], [-0.248838, -1.733196, 2.870146], [-1.304777, -1.633058, 2.627571], [-0.092565, -2.707741, 3.338344], [0.053038, -0.954464, 3.569873], [2.391983, -1.037419, 2.506922], [3.916572, -0.869172, -0.168341], [4.624575, -0.572608, 1.041084], [4.430728, -1.848485, -1.077121], [3.791337, 0.529314, -1.036684], [3.627213, 0.399140, -2.018616], [3.283026, 1.740881, -0.435072], [4.115592, 2.443249, -0.297889], [2.199168, 2.419446, -1.284215], [1.732950, 3.747741, -0.678702], [0.832992, 3.551489, 0.539176], [-0.311189, 2.724689, 0.204053], [0.143161, 1.415881, -0.225181], [0.968247, 1.538195, -1.498686], [0.341478, 1.991717, -2.268420], [1.258791, 0.543342, -1.836327], [-0.729280, 0.789600, -0.421286], [0.737623, 0.929824, 0.568055], [-1.241453, 2.627176, 1.317464], [-2.443996, 1.791282, 0.971623], [-2.927645, 0.837714, 1.855672], [-4.024296, 0.064743, 1.516625], [-4.638101, 0.232503, 0.289190], [-4.168881, 1.182513, -0.610871], [-3.076890, 1.959424, -0.253100], [-2.690126, 2.699912, -0.937405], [-4.840935, 1.380207, -1.936586], [-5.599832, 2.159112, -1.855489], [-4.122570, 1.689869, -2.692180], [-5.330911, 0.466452, -2.265617], [-5.490091, -0.378757, 0.026137], [-4.391518, -0.681294, 2.204840], [-2.447017, 0.701248, 2.814225], [-1.568321, 3.645036, 1.560155], [-0.751422, 2.209425, 2.217839], [0.465095, 4.526347, 0.871813], [1.416229, 3.111124, 1.369459], [2.592006, 4.358352, -0.396272], [1.163435, 4.288371, -1.436503], [2.655085, 2.628850, -2.259880], [2.913799, 1.471113, 0.556055], [1.175823, -1.855794, -1.528035], [-2.359916, -4.287057, -2.524143], [-3.090284, -4.247127, -0.912259], [-4.081937, -3.917694, -2.338809]], "atomic_forces_ev_per_a": [[0.243, 0.328, 0.111], [-0.578, -0.192, -0.013], [0.003, -0.009, 0.127], [0.125, -0.015, -0.185], [0.385, 0.029, -0.008], [-0.307, -0.017, 0.094], [0.086, -0.100, -0.127], [0.494, 0.051, -0.636], [-0.441, -0.200, 0.101], [0.686, 0.176, 0.118], [0.342, 0.101, 0.008], [0.170, 0.117, -0.273], [-0.403, -0.108, 0.634], [0.180, 0.032, 0.086], [-0.036, 0.048, -0.028], [0.024, -0.004, -0.055], [0.033, 0.038, 0.237], [-0.207, 0.093, -0.255], [-0.245, 0.186, 0.083], [-0.274, 0.051, -0.157], [0.119, -0.778, 0.301], [0.016, -0.221, -0.219], [-0.002, 0.466, 0.249], [-0.163, -0.041, 0.094], [-0.023, -0.122, -0.013], [0.096, -0.133, 0.107], [0.028, 0.225, -0.145], [-0.022, 0.014, 0.083], [-0.024, -0.162, -0.292], [0.092, -0.029, 0.164], [-0.034, -0.041, -0.064], [-0.045, -0.002, -0.079], [0.134, -0.008, 0.023], [-0.073, -0.035, 0.030], [0.065, 0.133, 0.008], [-0.060, -0.020, 0.117], [0.041, 0.111, -0.006], [-0.099, -0.012, 0.017], [-0.016, 0.015, 0.069], [0.035, 0.005, 0.000], [-0.069, -0.067, 0.081], [0.070, 0.083, -0.133], [-0.032, 0.057, 0.054], [-0.066, 0.027, -0.083], [0.007, 0.014, -0.097], [-0.045, -0.040, -0.073], [-0.080, -0.075, -0.043], [-0.024, -0.088, 0.054], [0.090, -0.018, 0.088], [0.077, -0.058, 0.079], [-0.046, 0.032, -0.036], [0.062, -0.049, 0.064], [-0.070, 0.014, 0.041], [0.033, 0.080, -0.020], [0.024, 0.063, -0.011], [-0.007, 0.022, 0.014], [-0.054, 0.200, 0.066], [-0.085, 0.009, -0.244], [0.022, -0.075, -0.085], [-0.036, -0.063, 0.041], [-0.116, -0.042, -0.063]], "nbo_charge": [-0.64, -0.08, 0.19, 0.20, -0.50, 0.78, -0.61, -0.02, -0.20, -0.44, 0.01, -0.29, -0.42, 0.26, 0.21, 0.21, 0.24, 2.35, -0.94, -0.93, -0.87, 0.41, -0.23, 0.20, -0.23, -0.40, -0.22, -0.45, -0.25, -0.40, 0.21, 0.21, 0.22, 0.17, -0.25, 0.08, -0.26, -0.18, -0.23, 0.00, -0.26, 0.22, -0.63, 0.22, 0.22, 0.21, 0.21, 0.22, 0.20, 0.21, 0.16, 0.20, 0.16, 0.21, 0.21, 0.20, 0.21, 0.25, 0.21, 0.22, 0.22], "gap_ev": 9.463, "smiles": "CCOC(=O)c1cc(S(=O)(=O)NCC2CCN(Cc3cccc(C)c3)CC2)cn1C", "relative_energy_ev": 1.320, "fmax_ev_per_a": 0.8, "lumo_energy_ev": 0.6, "multiplicity": 1}



Question: Which formula does entry 3 have?
Answer: C22H31N3O4S



Question: What is the formula in the first record?
Answer: C4H26N2O9